1.
Computed, not measured: C63H50CdGeN8O4S as an isolated structure at a distorted geometry, with ωB97M-V/def2-TZVPD.

Structure (XYZ):
```
128
Properties=species:S:1:pos:R:3:forces:R:3:mulliken_charge:R:1
Cd -0.648 -1.084 0.119 -0.46 -0.67 0.12 4.729
N -3.676 -1.721 3.933 -0.10 -0.16 -0.08 -0.504
C -3.262 -2.426 2.800 0.24 0.00 -0.05 -0.108
S -2.419 -3.900 3.013 -0.17 0.31 0.00 -0.467
N -3.654 -1.871 1.672 0.05 0.29 0.50 -0.698
N -3.015 -2.229 0.543 -0.25 -0.31 -0.27 0.520
C -3.768 -2.388 -0.489 -0.01 0.12 -0.27 -0.096
C -5.258 -2.253 -0.417 0.03 0.03 -0.12 -0.528
C -5.826 -1.012 -0.123 -0.08 0.03 -0.13 0.112
C -7.205 -0.847 -0.107 0.09 -0.04 -0.02 -0.721
C -8.043 -1.926 -0.378 0.12 -0.03 0.00 -0.411
C -7.488 -3.167 -0.657 0.06 0.04 0.01 -0.705
C -6.104 -3.325 -0.674 -0.04 -0.10 0.04 0.090
C -3.129 -2.631 -1.812 -0.07 0.18 0.18 0.606
C -3.877 -2.783 -2.985 -0.03 -0.05 -0.06 -0.676
C -3.222 -3.030 -4.181 -0.06 0.01 0.03 -0.607
C -1.839 -3.139 -4.193 -0.07 0.03 -0.01 -1.184
C -1.178 -2.940 -2.990 0.03 -0.02 0.16 -0.121
N -1.797 -2.670 -1.849 0.32 0.02 0.02 0.245
H -3.167 -1.997 4.754 0.02 -0.04 0.10 0.288
H -3.770 -0.724 3.798 0.05 -0.03 -0.07 0.234
H -5.162 -0.181 0.080 -0.04 -0.02 0.02 0.197
H -7.628 0.127 0.114 0.02 -0.05 0.00 0.391
H -9.120 -1.799 -0.370 0.03 0.01 0.01 0.363
H -8.131 -4.016 -0.864 0.04 0.03 0.03 0.368
H -5.672 -4.300 -0.878 -0.03 0.07 -0.01 0.467
H -4.954 -2.689 -2.960 0.01 -0.03 0.01 0.403
H -3.790 -3.134 -5.099 0.00 -0.01 0.05 0.397
H -1.290 -3.345 -5.104 -0.02 0.01 0.06 0.439
H -0.092 -2.992 -2.934 -0.12 -0.02 0.01 0.463
O 5.488 0.772 2.936 -0.76 0.29 0.39 -0.812
C 4.354 0.945 3.459 0.80 0.28 0.31 0.830
O 3.934 1.918 4.152 1.22 -1.22 0.02 -0.752
C 3.370 -0.229 3.204 0.23 -0.34 0.61 -0.466
C 1.932 0.024 3.683 -0.29 -0.98 0.45 -1.651
C 0.968 0.234 2.572 -0.77 -0.61 -0.01 -1.139
N 1.187 -0.127 1.326 -0.24 -1.18 -0.22 1.161
C 2.352 -0.581 0.895 -0.69 -0.71 -0.44 -0.113
C 3.443 -0.892 1.826 0.02 -0.62 0.04 -1.618
C 2.437 -0.878 -0.547 -0.26 0.10 0.33 -0.371
C 3.610 -1.327 -1.138 0.33 -0.06 -0.19 -0.835
C 3.638 -1.540 -2.508 0.09 -0.02 0.11 -1.144
C 2.513 -1.263 -3.264 -0.11 0.00 -0.01 -1.347
C 1.374 -0.829 -2.594 0.02 0.14 0.27 -1.215
N 1.326 -0.678 -1.276 0.20 -0.29 -0.38 1.610
C -0.392 0.758 2.825 -0.06 -0.31 -0.16 0.285
C -0.707 1.427 4.002 -0.26 0.05 0.32 -0.689
C -1.967 1.982 4.148 0.19 -0.10 0.11 -0.852
C -2.891 1.855 3.122 0.02 0.02 -0.07 -1.369
C -2.513 1.136 1.997 -0.01 -0.12 -0.13 -0.145
N -1.309 0.593 1.857 0.10 -0.06 0.06 0.964
H 1.986 0.892 4.336 -0.14 -0.63 0.33 1.985
H 4.437 -0.743 1.410 0.06 -0.02 0.08 1.352
H 4.487 -1.506 -0.531 0.00 -0.02 -0.04 0.592
H 4.539 -1.914 -2.979 0.00 0.03 0.02 0.479
H 2.501 -1.386 -4.339 0.00 0.03 0.04 0.482
H 0.462 -0.583 -3.135 0.08 -0.06 0.09 0.614
H 0.042 1.537 4.776 -0.07 0.00 -0.02 0.582
H -2.222 2.520 5.054 0.02 0.00 0.00 0.435
H -3.883 2.284 3.192 0.06 -0.03 -0.02 0.452
H -3.202 0.970 1.173 0.10 -0.05 0.09 -0.292
O -0.449 1.446 -1.291 -0.63 -0.17 -0.17 0.218
C -1.679 1.229 -1.417 0.30 -0.40 0.58 0.026
O -2.246 0.148 -1.065 0.27 0.68 -0.31 -0.931
C -2.502 2.365 -2.003 0.04 0.12 0.01 -1.121
C -1.849 3.736 -1.747 -0.22 -0.32 0.00 -1.311
Ge 0.118 3.679 -1.583 0.15 0.19 -0.01 1.947
C 0.917 3.294 0.153 0.16 -0.34 0.14 0.871
C 0.427 3.918 1.303 0.02 0.01 0.14 -0.623
C 0.893 3.560 2.568 0.17 0.07 -0.50 -1.418
C 1.869 2.577 2.708 -0.34 1.27 -0.42 -0.488
C 2.376 1.959 1.568 0.66 1.96 -0.26 0.266
C 1.896 2.303 0.306 0.11 0.59 0.13 -0.583
C 1.011 2.943 -3.168 0.17 -0.20 -0.11 0.199
C 2.390 2.705 -3.187 -0.08 0.06 -0.08 -0.009
C 3.004 2.101 -4.281 -0.11 0.04 0.00 -0.608
C 2.250 1.737 -5.391 -0.12 0.09 0.10 -0.470
C 0.880 1.988 -5.402 0.10 0.03 0.15 -0.794
C 0.271 2.581 -4.299 0.18 -0.04 -0.01 -0.551
C 0.556 5.631 -1.837 0.13 0.25 0.03 -0.125
C 0.115 6.306 -2.983 0.05 0.02 0.11 -0.396
C 0.445 7.635 -3.225 0.04 -0.04 0.10 -0.819
C 1.239 8.330 -2.315 -0.04 -0.15 0.03 -0.414
C 1.700 7.682 -1.175 -0.09 -0.10 -0.09 -0.750
C 1.363 6.348 -0.943 -0.09 0.06 -0.18 -0.242
H -3.517 2.293 -1.611 -0.04 0.04 -0.02 0.314
H -2.563 2.150 -3.074 -0.06 0.07 -0.03 0.446
H -2.212 4.153 -0.801 0.03 0.00 -0.06 0.526
H -2.107 4.458 -2.526 -0.03 0.00 0.03 0.305
H -0.343 4.681 1.217 0.03 0.01 0.00 0.445
H 0.484 4.045 3.449 -0.01 -0.02 -0.02 0.426
H 2.225 2.264 3.687 -0.03 0.97 -0.77 0.488
H 3.129 1.181 1.675 -0.21 1.16 -0.33 0.435
H 2.257 1.760 -0.564 -0.09 0.12 0.14 0.086
H 2.999 2.995 -2.334 -0.06 -0.05 -0.07 0.294
H 4.071 1.905 -4.262 -0.05 0.02 0.01 0.422
H 2.725 1.264 -6.243 -0.01 0.00 0.02 0.398
H 0.283 1.709 -6.263 0.01 0.01 0.00 0.400
H -0.802 2.754 -4.321 0.08 -0.03 0.01 0.209
H -0.495 5.775 -3.715 0.07 0.07 0.06 0.260
H 0.091 8.131 -4.122 0.00 -0.01 0.01 0.361
H 1.499 9.367 -2.499 0.00 -0.01 0.00 0.357
H 2.327 8.214 -0.466 -0.02 -0.03 -0.02 0.385
H 1.739 5.854 -0.051 -0.03 0.04 -0.07 0.193
N 0.384 -3.028 0.527 1.19 -0.31 0.45 -0.668
C 1.315 -3.460 1.279 -0.69 0.29 -0.50 -0.426
C 2.072 -4.741 0.916 -0.19 0.29 0.05 -0.054
C 2.303 -5.046 -0.424 0.01 -0.06 -0.10 -0.196
C 2.995 -6.196 -0.789 -0.05 0.08 0.07 -0.764
C 3.463 -7.069 0.191 -0.04 0.06 0.02 -0.309
C 3.230 -6.778 1.531 0.00 0.05 -0.06 -0.865
C 2.546 -5.618 1.887 0.06 -0.05 0.05 -0.066
C 1.841 -2.756 2.531 0.02 0.02 -0.06 0.229
C 3.297 -2.309 2.532 -0.22 0.26 0.23 -0.341
C 3.757 -1.608 3.879 -0.42 0.01 -0.12 -0.007
C 2.821 -1.776 5.005 0.02 0.07 -0.06 -2.140
C 1.504 -1.286 4.497 0.24 -0.15 -0.33 0.732
C 1.005 -2.315 3.476 0.15 0.07 0.04 -0.101
H 1.914 -4.355 -1.168 0.02 -0.07 0.07 0.327
H 3.171 -6.415 -1.839 -0.02 0.04 0.10 0.371
H 4.005 -7.968 -0.088 -0.05 0.07 0.02 0.352
H 3.589 -7.456 2.299 -0.04 0.04 -0.02 0.378
H 2.364 -5.389 2.934 0.03 0.00 -0.06 0.431
H 3.971 -3.086 2.166 -0.07 0.01 -0.13 0.673
H 4.821 -1.735 4.059 0.00 0.06 0.06 0.675
H 3.052 -2.062 6.024 -0.04 0.02 -0.16 0.095
H 0.738 -1.091 5.249 0.11 0.06 0.00 0.630
H -0.050 -2.597 3.465 0.14 0.03 -0.09 -0.078
```
Positions in Å, forces in eV/Å.

* charge: -2
* E_HOMO (alpha / beta): -2.124 / -2.150 eV
* gap between HOMO and LUMO (alpha / beta): 5.238 / 6.012 eV
* max |F|: 2.09 eV Å⁻¹
* molecular weight: 1200.23 g mol⁻¹
* E_LUMO (alpha / beta): 3.1 / 3.9 eV

---

2.
Computed, not measured: an isolated ion of composition C3H4NO and charge +1 at a distorted geometry, with ωB97M-V/def2-TZVPD.

Structure (XYZ):
```
9
Properties=species:S:1:pos:R:3:forces:R:3:mulliken_charge:R:1
C 0.603 0.756 0.019 -0.71 1.48 0.07 -0.107
C 0.347 -1.467 0.033 2.06 0.79 0.08 -0.332
C 1.899 0.024 0.024 -0.29 -2.38 -0.06 0.369
N -0.301 -0.370 -0.069 -0.35 -0.09 -0.08 0.018
O 3.029 -0.070 -0.029 -0.67 0.50 0.09 -0.124
H 0.473 1.309 0.963 0.15 -0.07 -0.20 0.274
H 0.519 1.470 -0.812 0.14 -0.15 0.09 0.310
H -0.092 -2.454 0.041 -0.46 -0.05 -0.10 0.331
H -1.309 -0.236 -0.192 0.13 -0.03 0.11 0.261
```
Positions in Å, forces in eV/Å.

* charge: +1
* E_HOMO: -15.224 eV
* gap between HOMO and LUMO: 10.035 eV
* max |F|: 2.40 eV Å⁻¹
* molecular weight: 70.07 g mol⁻¹
* E_LUMO: -5.2 eV